Here is a structure of composition C34H33IrN8O from the Open Molecules 2025 dataset. Energies are from wB97M-V/def2-TZVPD.

XYZ file:
```
77
Properties=species:S:1:pos:R:3:forces:R:3:lowdin_charge:R:1
Ir 0.41964 -0.54597 0.18600 -0.30 -0.10 -0.14 1.488
C -0.99584 4.85578 0.88233 0.01 -0.01 -0.01 -0.075
C 0.20997 4.21468 0.63756 0.00 0.01 -0.02 -0.069
C 0.33238 2.84925 0.84042 0.02 0.00 0.13 -0.039
C -0.74531 2.09965 1.30480 -0.05 -0.11 0.04 -0.266
C -1.96623 2.74185 1.51820 -0.05 -0.03 -0.20 -0.037
C -2.08250 4.10810 1.31374 -0.02 0.02 0.00 -0.066
N -0.60005 0.69774 1.47025 0.27 0.20 0.05 -0.053
C -1.29219 -0.01540 2.37352 0.09 0.04 0.15 -0.220
C -1.90684 0.49829 3.55721 -0.03 0.02 -0.11 -0.008
C -2.58060 -0.33683 4.39453 -0.01 -0.06 0.04 -0.027
C -2.71079 -1.73783 4.15221 0.01 0.05 -0.01 -0.052
C -2.09512 -2.28683 3.07667 0.03 0.01 0.01 -0.005
C -1.36695 -1.43918 2.20018 -0.05 0.07 -0.12 -0.246
N -0.67417 -1.88271 1.11936 -0.24 0.15 0.01 -0.175
N -0.64657 -3.10704 0.75692 0.23 -0.01 0.06 0.115
C 0.15293 -3.31332 -0.36588 -0.02 -0.02 0.06 -0.316
C 0.21601 -4.58981 -0.90668 0.00 -0.03 -0.03 0.019
C 0.98064 -4.80030 -2.03844 0.00 0.01 0.00 -0.015
C 1.67039 -3.73371 -2.60298 0.01 -0.01 0.01 -0.025
C 1.58218 -2.49368 -2.00387 0.06 -0.04 0.02 -0.089
N 0.84406 -2.27799 -0.91011 0.02 -0.05 0.19 -0.026
H -1.08998 5.92271 0.73419 0.00 0.00 -0.01 0.112
H 1.06479 4.78175 0.29197 0.00 0.00 0.01 0.111
H 1.27904 2.36345 0.65719 0.05 0.00 0.04 0.085
H -2.84268 2.17388 1.79921 0.02 -0.03 0.06 0.116
H -3.03686 4.58818 1.48662 0.00 0.01 0.00 0.115
H -1.79708 1.54425 3.80110 -0.04 0.02 -0.03 0.120
H -3.01660 0.07418 5.29644 0.00 0.00 -0.01 0.123
H -3.27258 -2.35242 4.84084 0.01 0.01 0.01 0.117
H -2.12612 -3.34840 2.87418 0.00 0.01 -0.01 0.119
H -0.33920 -5.38248 -0.42621 0.00 0.00 -0.01 0.131
H 1.04136 -5.78669 -2.47839 0.00 0.01 0.00 0.128
H 2.27720 -3.85857 -3.48779 0.00 0.00 0.00 0.121
H 2.12366 -1.64489 -2.39759 -0.02 0.03 0.01 0.109
C 2.83519 -1.11351 3.72854 0.00 -0.02 0.01 0.008
C 1.77850 -1.16356 2.81531 0.11 -0.10 -0.11 -0.048
N 1.87785 -0.67422 1.58576 0.42 -0.21 0.10 -0.026
C 3.05978 -0.09150 1.22311 -0.14 0.18 -0.14 -0.124
C 4.17155 -0.03978 2.06103 0.05 0.03 -0.02 -0.116
C 4.03498 -0.56689 3.35680 0.01 0.00 0.01 0.043
C 5.38538 0.55151 1.56591 -0.01 -0.02 0.02 0.019
C 5.45639 1.06785 0.32086 -0.02 0.00 -0.05 0.017
C 4.30629 1.07206 -0.54074 -0.01 0.01 0.08 -0.117
C 4.29200 1.61092 -1.83920 0.00 -0.01 -0.04 0.042
C 3.13578 1.55819 -2.57889 0.05 0.03 -0.01 0.002
C 1.98366 1.00079 -2.01840 -0.04 0.05 0.11 -0.099
N 1.96271 0.51378 -0.78900 -0.02 0.08 0.01 -0.049
C 3.11612 0.51674 -0.06963 -0.15 -0.17 0.09 -0.150
H 2.68631 -1.52268 4.71739 -0.01 -0.01 -0.01 0.129
H 0.84750 -1.63215 3.08996 -0.07 0.02 0.02 0.116
H 4.86795 -0.52871 4.04751 0.00 -0.02 -0.01 0.139
H 6.25006 0.56302 2.21660 -0.01 0.01 0.00 0.133
H 6.37964 1.49489 -0.04805 0.00 0.01 0.01 0.133
H 5.19261 2.05025 -2.24954 -0.01 0.01 0.00 0.138
H 3.09765 1.94846 -3.58605 0.00 0.00 0.01 0.126
H 1.05523 0.94191 -2.56413 -0.07 0.02 -0.05 0.106
C -2.88241 -1.96027 -1.10316 0.02 0.07 0.00 -0.016
N -2.74382 -0.93747 -2.12075 0.14 -0.15 -0.16 -0.132
C -3.25548 -1.31280 -3.43808 -0.03 0.03 0.04 -0.027
C -1.97766 0.16119 -1.93744 -0.12 0.26 0.17 -0.430
O -0.95130 0.21634 -1.18851 -0.15 -0.13 -0.33 -0.135
N -2.35875 1.28912 -2.56675 -0.10 -0.03 -0.02 -0.106
C -1.54581 2.49639 -2.54564 0.04 0.00 0.05 -0.008
C -3.75226 1.54300 -2.93963 0.04 -0.03 -0.02 -0.019
H -3.91961 -2.29700 -1.09492 0.00 -0.01 0.00 0.110
H -2.65953 -1.54302 -0.12626 -0.05 -0.01 -0.03 0.076
H -2.24805 -2.82658 -1.29996 0.01 0.00 0.00 0.083
H -2.86968 -2.30220 -3.69203 0.00 0.00 0.00 0.100
H -2.91945 -0.61015 -4.19410 0.00 0.01 0.00 0.095
H -4.34518 -1.35622 -3.44640 0.00 0.01 0.00 0.101
H -0.50488 2.25726 -2.38759 0.11 -0.02 0.04 0.060
H -1.86859 3.16148 -1.74086 0.02 -0.01 0.02 0.098
H -1.65543 3.01215 -3.49870 -0.01 0.00 0.00 0.106
H -4.40460 0.78178 -2.52672 -0.01 -0.01 0.01 0.092
H -3.87709 1.58257 -4.02189 0.00 -0.01 0.00 0.103
H -4.04352 2.50736 -2.52347 0.00 0.00 0.00 0.102
```
Positions in Å, forces in eV/Å.

The energy relative to the best compared isomer or geometry (same formula, charge and spin) comes out at 0.00 kcal/mol. The HOMO-LUMO gap (alpha / beta) is 0.20665 / 0.20677 Eh. As for the lowest unoccupied orbital energy (alpha / beta): -6.7 / -6.7 eV. The total charge is +2. For the electronic energy, the calculation gives -1932.6587 Eh.